Below is a cluster of 2 separate species, C4H12NO2 in total at a distorted geometry, with properties calculated with ωB97M-V/def2-TZVPD.

Geometry (Å):
C -2.5297 0.6005 -0.2731
C 2.2165 -0.4141 -0.2373
C 0.5781 1.3577 0.3419
C -0.2172 -0.9397 0.1014
N 0.7605 0.0294 -0.4071
O -0.5294 -2.0276 -0.6627
O -0.0456 -1.1990 1.5085
H -2.0461 1.5996 -0.2156
H -2.7426 0.4409 -1.2671
H -2.8612 0.1580 0.6277
H 2.3521 -1.0364 0.7196
H 2.3601 -1.0106 -1.0674
H 2.8913 0.4091 -0.3851
H 1.2342 2.1413 -0.1287
H -0.3525 1.7233 0.4444
H 0.9588 1.2448 1.2966
H 0.7251 0.1296 -1.4070
H -1.0684 -2.6163 -0.1332
H -0.8549 -0.7612 1.9580

Computed properties:
* charge: +1
* E_tot: -364.41012 a.u.
* ΔE to the lowest compared entry with this formula, charge and spin: 6.125 eV
* orbital gap (spin up / spin down): 0.3317 / 0.3288 hartree
* molecular weight: 106.14 g mol⁻¹
* HOMO level (spin up / spin down): -0.468 / -0.471 Eh
* F_max: 4.50 eV/A

***

Below is a cluster of 2 separate species, C4H12NO2 in total at a distorted geometry, with properties calculated with ωB97M-V/def2-TZVPD.

Geometry (Å):
O 2.3032 -0.4589 0.7505
C 1.8019 -0.6919 -0.3089
C 0.5356 -0.0179 -0.8094
N -0.4816 0.2656 0.2629
C -0.5716 -0.6517 1.4832
C 1.0007 1.3500 -1.3531
H 2.2872 -1.3016 -1.0877
H 0.0351 -0.5456 -1.6179
H -1.4266 0.3421 -0.1332
H -0.3736 1.2049 0.6554
H -1.2333 -1.4477 1.1900
H 0.4196 -1.0240 1.6786
H -1.0174 -0.0815 2.2909
H 1.9439 1.6374 -0.8924
H 1.0945 1.4054 -2.4328
H 0.3167 2.1628 -1.0946
H -3.5771 0.6598 0.6543
H -4.2130 -0.2420 -0.4060
O -3.3609 0.0584 -0.0717

Computed properties:
* charge: +1
* E_tot: -364.57403 a.u.
* ΔE to the lowest compared entry with this formula, charge and spin: 1.665 eV
* orbital gap: 0.4102 hartree
* molecular weight: 106.14 g mol⁻¹
* HOMO level: -0.532 Eh
* F_max: 1.45 eV/A

***

Repeat the first record exactly.
Below is a cluster of 2 separate species, C4H12NO2 in total at a distorted geometry, with properties calculated with ωB97M-V/def2-TZVPD.

Geometry (Å):
C -2.5297 0.6005 -0.2731
C 2.2165 -0.4141 -0.2373
C 0.5781 1.3577 0.3419
C -0.2172 -0.9397 0.1014
N 0.7605 0.0294 -0.4071
O -0.5294 -2.0276 -0.6627
O -0.0456 -1.1990 1.5085
H -2.0461 1.5996 -0.2156
H -2.7426 0.4409 -1.2671
H -2.8612 0.1580 0.6277
H 2.3521 -1.0364 0.7196
H 2.3601 -1.0106 -1.0674
H 2.8913 0.4091 -0.3851
H 1.2342 2.1413 -0.1287
H -0.3525 1.7233 0.4444
H 0.9588 1.2448 1.2966
H 0.7251 0.1296 -1.4070
H -1.0684 -2.6163 -0.1332
H -0.8549 -0.7612 1.9580

Computed properties:
* charge: +1
* E_tot: -364.41012 a.u.
* ΔE to the lowest compared entry with this formula, charge and spin: 6.125 eV
* orbital gap (spin up / spin down): 0.3317 / 0.3288 hartree
* molecular weight: 106.14 g mol⁻¹
* HOMO level (spin up / spin down): -0.468 / -0.471 Eh
* F_max: 4.50 eV/A